(1)
A molecular structure, C14H23Cl2O2P2Tl in a non-equilibrium geometry. Source: the OMol25 dataset; level of theory: ωB97M-V with the def2-TZVPD basis set.

Results
* charge: +2
* relative energy (zero: lowest compared OMol25 entry of this formula, charge and spin): 73.41 kcal/mol
* lowest unoccupied orbital energy (spin up / spin down): -9.220 / -9.550 eV
* energy: -67278.405 eV
* molecular weight: 560.6 g mol⁻¹
* HOMO level (spin up / spin down): -15.08 / -14.85 eV
* 2S+1: 1

The geometry in XYZ format:
```
44
C14H23Cl2O2P2Tl (ωB97M-V with the def2-TZVPD basis set)
C -0.033 -4.611 -4.744
C 0.147 -3.898 -3.436
H -1.098 -4.755 -4.935
H 0.487 -5.573 -4.706
H 0.426 -4.021 -5.543
O -0.688 -3.521 -2.679
Cl 1.921 -3.632 -3.065
Tl 0.000 0.000 0.000
P 0.028 1.677 -1.600
C -1.363 2.869 -1.610
C 1.510 2.751 -1.516
H 0.913 0.368 -3.415
H 0.160 1.872 -4.039
H -0.856 0.494 -3.520
C 0.064 1.050 -3.321
H 2.394 2.111 -1.559
H 1.524 3.470 -2.343
H -1.239 3.611 -2.405
H -1.411 3.377 -0.643
H 1.512 3.287 -0.563
H -2.302 2.329 -1.759
C -1.573 0.560 0.726
O -2.584 0.919 1.192
Cl 2.062 -0.733 -0.950
C -0.481 -1.692 2.857
P 0.479 -0.143 2.527
C 1.346 1.445 2.216
C 0.890 -0.354 4.285
C 1.736 -1.380 4.749
C 1.974 -1.525 6.120
C 1.381 -0.648 7.035
C 0.552 0.379 6.581
C 0.309 0.527 5.214
H -1.234 -1.829 2.056
H -1.073 -1.682 3.801
H 0.182 -2.582 2.820
H 1.441 2.013 3.163
H 2.368 1.243 1.833
H 0.803 2.127 1.532
H 2.193 -2.070 4.052
H 2.614 -2.321 6.476
H 1.561 -0.766 8.095
H 0.088 1.056 7.288
H -0.350 1.319 4.877
```



(2)
A molecular structure, C14H23FeN3O7S in a non-equilibrium geometry. Source: the OMol25 dataset; level of theory: ωB97M-V with the def2-TZVPD basis set.

Results
* charge: +3
* lowest unoccupied orbital energy (spin up / spin down): -13.076 / -14.870 eV
* energy: -78871.236 eV
* molecular weight: 433.3 g mol⁻¹
* HOMO level (spin up / spin down): -17.10 / -17.10 eV
* 2S+1: 6

The geometry in XYZ format:
```
49
C14H23FeN3O7S (ωB97M-V with the def2-TZVPD basis set)
C 3.448 -3.449 0.039
N 2.710 -2.447 -0.848
C 3.661 -2.035 -1.926
C 2.411 -1.299 0.117
O 3.413 -0.691 0.542
C 0.886 -1.062 0.525
C 0.363 0.458 0.485
C -0.485 0.815 1.807
C -2.084 0.967 1.593
C -2.874 -0.469 1.527
C -3.765 -0.392 0.157
C -4.946 -1.528 0.144
N -5.748 -1.338 -1.113
O -0.672 0.358 -0.583
C -0.714 1.565 -1.398
O -1.296 1.763 -2.474
O 0.081 2.482 -0.580
C 1.230 1.605 -0.263
O 1.580 1.171 -1.630
C 2.970 1.253 -1.883
N 4.091 1.663 -2.126
S 2.335 2.764 0.666
C 2.610 4.254 -0.464
O 1.739 3.363 1.920
O 3.697 2.242 1.030
H 3.192 -3.247 1.152
H 3.162 -4.533 -0.200
H 4.581 -3.348 -0.076
H 4.001 -3.015 -2.451
H 4.622 -1.528 -1.565
H 3.108 -1.440 -2.753
H 0.741 -1.589 1.551
H 0.246 -1.700 -0.206
H -0.372 -0.050 2.575
H -0.155 1.755 2.369
H -2.469 1.452 2.577
H -2.388 1.687 0.761
H -3.550 -0.602 2.450
H -2.076 -1.287 1.451
H -4.201 0.666 -0.021
H -3.031 -0.692 -0.691
H -5.630 -1.452 1.100
H -4.454 -2.561 0.059
H -5.938 -2.265 -1.559
H -5.093 -0.824 -1.746
H 3.669 4.673 -0.376
H 2.315 3.964 -1.547
H 1.831 5.049 -0.141
Fe -6.753 -1.128 2.023
```



(3)
A molecular structure, C14H23InNO13 in a non-equilibrium geometry. Source: the OMol25 dataset; level of theory: ωB97M-V with the def2-TZVPD basis set.

Results
* charge: +1
* lowest unoccupied orbital energy: -9.511 eV
* energy: -48150.146 eV
* molecular weight: 528.2 g mol⁻¹
* HOMO level: -11.74 eV
* 2S+1: 1

The geometry in XYZ format:
```
52
C14H23InNO13 (ωB97M-V with the def2-TZVPD basis set)
In 1.633 7.129 1.423
C -0.555 5.102 -5.308
C 0.661 5.045 -4.376
O 1.165 6.372 -3.957
H -1.397 5.189 -4.621
H -0.744 4.144 -5.791
H -0.548 5.966 -5.973
H 1.431 4.456 -4.874
H 0.412 4.412 -3.524
N 1.096 1.846 0.587
O 0.076 2.527 0.789
O 1.108 0.646 0.566
O 2.033 2.574 0.524
C -3.359 0.684 4.380
C -3.033 -0.785 4.401
C -3.368 -1.450 5.787
O -4.441 -2.317 5.459
C -4.780 -2.162 4.233
O -5.591 -2.836 3.656
O -4.096 -1.230 3.630
H -2.557 1.269 4.830
H -4.235 0.937 4.978
H -3.684 1.062 3.411
H -1.999 -0.911 4.080
H -3.933 -0.923 6.555
H -2.455 -1.923 6.149
C 6.555 -0.907 2.300
C 5.469 -1.162 3.247
C 4.844 -2.510 3.185
O 4.633 -2.976 4.525
C 5.547 -2.291 5.254
O 5.756 -2.371 6.448
O 6.133 -1.392 4.492
H 7.493 -1.296 2.696
H 6.495 0.045 1.773
H 6.444 -1.571 1.443
H 4.756 -0.350 3.103
H 5.639 -3.174 2.845
H 3.945 -2.526 2.568
C -2.458 -0.767 -4.091
C -2.937 -1.718 -5.178
C -2.614 -1.367 -6.531
O -2.282 -2.550 -7.135
C -2.022 -3.456 -6.271
O -1.733 -4.645 -6.504
O -2.203 -2.957 -5.025
H -1.426 -0.494 -4.311
H -2.422 -0.927 -3.013
H -3.082 0.126 -4.137
H -3.966 -2.065 -5.082
H -1.898 -0.548 -6.593
H -3.504 -0.971 -7.021
```



(4)
A molecular structure, C14H23InNO7 in a non-equilibrium geometry. Source: the OMol25 dataset; level of theory: ωB97M-V with the def2-TZVPD basis set.

Results
* charge: +1
* relative energy (zero: lowest compared OMol25 entry of this formula, charge and spin): 11.61 kcal/mol
* lowest unoccupied orbital energy: -7.648 eV
* energy: -35875.323 eV
* molecular weight: 432.2 g mol⁻¹
* HOMO level: -12.05 eV
* 2S+1: 1

The geometry in XYZ format:
```
46
C14H23InNO7 (ωB97M-V with the def2-TZVPD basis set)
In 1.482 0.315 -0.108
C 0.822 -4.727 0.623
C -0.007 -5.634 -0.044
C -1.143 -5.215 -0.906
O -1.934 -6.003 -1.418
C -1.291 -3.858 -1.213
C -0.418 -2.843 -0.668
C 0.749 -3.312 0.265
O 1.498 -2.462 0.677
O -0.431 -1.674 -0.976
O 0.096 -6.806 0.350
H 1.576 -4.992 1.352
H -2.036 -3.507 -1.915
C 1.322 2.900 -4.708
C 1.747 1.610 -3.990
O 0.940 1.356 -2.833
H 1.468 3.799 -4.111
H 0.259 2.824 -4.953
H 1.864 2.996 -5.649
H 2.798 1.685 -3.718
H 1.595 0.818 -4.728
H 0.078 1.143 -3.211
C -0.760 3.593 -1.227
O -0.682 2.486 -0.349
C -1.788 2.430 0.527
C -1.435 1.585 1.728
N -1.147 0.182 1.341
C -1.005 -0.656 2.535
C 0.017 -0.111 3.520
O 1.189 0.245 2.828
C 2.129 0.888 3.702
H -0.876 4.549 -0.712
H -1.569 3.415 -1.941
H 0.149 3.691 -1.813
H -2.728 2.114 0.059
H -2.031 3.440 0.875
H -2.305 1.599 2.394
H -0.546 1.995 2.201
H -1.960 -0.119 0.813
H -0.693 -1.656 2.207
H -1.971 -0.926 2.980
H 0.154 -0.905 4.269
H -0.392 0.659 4.184
H 3.009 0.241 3.742
H 1.766 1.001 4.722
H 2.441 1.851 3.301
```



(5)
A molecular structure, C14H23IrO5S5. Source: the OMol25 dataset; level of theory: ωB97M-V with the def2-TZVPD basis set.

Results
* charge: +2
* relative energy (zero: lowest compared OMol25 entry of this formula, charge and spin): 0.84 kcal/mol
* lowest unoccupied orbital energy: -6.521 eV
* energy: -82126.651 eV
* molecular weight: 623.9 g mol⁻¹
* HOMO level: -13.18 eV
* 2S+1: 1

The geometry in XYZ format:
```
48
C14H23IrO5S5 (ωB97M-V with the def2-TZVPD basis set)
Ir 0.235 -0.142 0.114
C -1.306 2.206 -1.397
C -2.608 1.670 -1.982
O -2.711 0.282 -1.750
C -1.977 -0.550 -2.626
C -1.821 -1.872 -1.941
O -0.823 -1.776 -0.882
C -0.589 -3.018 -0.197
C 0.850 -3.015 0.254
O 1.153 -1.778 0.968
C 0.889 -1.730 2.408
C -0.554 -1.348 2.750
O -1.064 -0.417 1.761
C -1.568 0.887 2.133
C -2.063 1.514 0.845
O -0.987 1.540 -0.139
H -1.369 3.277 -1.201
H -0.442 2.009 -2.028
H -2.656 1.925 -3.045
H -3.473 2.127 -1.502
H -0.994 -0.128 -2.864
H -2.512 -0.698 -3.569
H -1.476 -2.632 -2.643
H -2.766 -2.181 -1.491
H -0.739 -3.848 -0.890
H -1.301 -3.119 0.625
H 1.526 -3.007 -0.598
H 1.077 -3.859 0.904
H 1.593 -0.992 2.784
H 1.140 -2.700 2.834
H -0.580 -0.896 3.742
H -1.225 -2.205 2.740
H -0.773 1.460 2.615
H -2.408 0.778 2.821
H -2.379 2.542 1.032
H -2.888 0.929 0.441
C 1.457 2.953 0.699
S 1.739 1.231 1.175
C 3.196 0.876 0.266
C 3.100 0.421 -0.994
S 1.581 0.014 -1.759
S 4.591 0.261 -1.857
C 5.648 0.875 -0.579
S 7.237 1.015 -0.743
S 4.776 1.268 0.900
H 0.563 3.322 1.196
H 1.376 3.025 -0.383
H 2.325 3.505 1.055
```



(6)
A gas-phase ion, C14H23N2S (charge +1) in a non-equilibrium geometry. Source: the OMol25 dataset; level of theory: ωB97M-V with the def2-TZVPD basis set.

Results
* charge: +1
* relative energy (zero: lowest compared OMol25 entry of this formula, charge and spin): 0.00 kcal/mol
* SMILES: Cc1ccc(SCCN2CC[NH+](C)CC2)cc1
* lowest unoccupied orbital energy: -2.589 eV
* energy: -28700.430 eV
* molecular weight: 251.4 g mol⁻¹
* HOMO level: -11.10 eV
* 2S+1: 1

The geometry in XYZ format:
```
40
C14H23N2S (ωB97M-V with the def2-TZVPD basis set)
C 3.955 -3.622 -2.350
C 2.808 -2.994 -1.628
C 1.893 -2.187 -2.295
C 0.828 -1.617 -1.624
C 0.661 -1.858 -0.269
C 1.550 -2.676 0.410
C 2.617 -3.228 -0.269
H 3.310 -3.862 0.264
H 1.411 -2.889 1.459
S -0.738 -1.128 0.559
C 0.072 -0.422 2.052
C -0.828 0.524 2.853
N -1.295 1.741 2.230
C -0.381 2.542 1.469
C -0.443 2.228 -0.037
N -1.831 2.431 -0.523
H -2.089 3.404 -0.314
C -1.940 2.211 -1.973
H -1.262 2.872 -2.510
H -2.958 2.398 -2.309
H -1.681 1.177 -2.198
C -2.762 1.555 0.232
C -2.638 1.846 1.737
H -3.287 1.161 2.282
H -2.993 2.868 1.931
H -3.783 1.737 -0.106
H -2.489 0.518 0.029
H 0.233 2.877 -0.594
H -0.185 1.181 -0.218
H 0.634 2.389 1.832
H -0.632 3.601 1.621
H -0.247 0.810 3.740
H -1.704 -0.027 3.197
H 0.338 -1.254 2.703
H 0.985 0.070 1.716
H 0.118 -0.998 -2.154
H 2.015 -1.999 -3.351
H 3.741 -4.674 -2.541
H 4.862 -3.573 -1.751
H 4.133 -3.133 -3.304
```



(7)
A molecular structure, C14H23N5O2ReS2 in a non-equilibrium geometry. Source: the OMol25 dataset; level of theory: ωB97M-V with the def2-TZVPD basis set.

Results
* charge: +2
* relative energy (zero: lowest compared OMol25 entry of this formula, charge and spin): 29.78 kcal/mol
* lowest unoccupied orbital energy (spin up / spin down): -6.252 / -8.590 eV
* energy: -50223.286 eV
* molecular weight: 543.7 g mol⁻¹
* HOMO level (spin up / spin down): -13.92 / -14.23 eV
* 2S+1: 4

The geometry in XYZ format:
```
47
C14H23N5O2ReS2 (ωB97M-V with the def2-TZVPD basis set)
Re 0.067 0.061 0.293
N 1.350 -3.946 -0.900
C 0.758 -2.784 -0.690
S 1.009 -2.033 0.891
N -0.009 -2.229 -1.581
N -0.452 -0.997 -1.398
C -1.265 -0.556 -2.341
C -1.767 0.751 -2.515
C -2.591 1.008 -3.634
C -3.001 2.279 -3.953
C -2.582 3.363 -3.167
C -1.834 3.158 -2.033
C -1.423 1.861 -1.650
O -0.765 1.701 -0.558
H 1.927 -4.363 -0.187
H 1.261 -4.407 -1.793
H -1.533 -1.281 -3.105
H -2.882 0.175 -4.256
H -3.637 2.455 -4.806
H -2.858 4.369 -3.443
H -1.531 3.979 -1.400
N -1.876 -0.360 1.366
C -1.710 -0.034 2.797
C -0.928 1.271 2.895
N 0.401 1.055 2.278
H -2.626 0.214 0.968
H -2.172 -1.334 1.272
H -1.140 -0.844 3.266
H -2.679 0.058 3.298
H -0.846 1.573 3.942
H -1.445 2.053 2.329
H 0.942 0.463 2.916
H 0.888 1.950 2.233
O 2.377 -0.310 -1.787
S 2.219 0.582 -0.660
C 2.781 2.263 -1.147
C 3.862 2.633 -0.148
C 4.622 1.346 0.172
C 3.574 0.314 0.537
H 1.937 2.948 -1.160
H 3.182 2.137 -2.152
H 3.424 3.045 0.764
H 4.528 3.392 -0.559
H 5.325 1.489 0.991
H 5.183 1.009 -0.700
H 3.148 0.498 1.521
H 3.915 -0.714 0.469
```



(8)
A molecular structure, C14H23N6OSV in a non-equilibrium geometry. Source: the OMol25 dataset; level of theory: ωB97M-V with the def2-TZVPD basis set.

Results
* charge: +1
* relative energy (zero: lowest compared OMol25 entry of this formula, charge and spin): 29.26 kcal/mol
* lowest unoccupied orbital energy (spin up / spin down): -2.917 / -2.930 eV
* energy: -62397.958 eV
* molecular weight: 374.4 g mol⁻¹
* HOMO level (spin up / spin down): -9.48 / -10.31 eV
* 2S+1: 4

The geometry in XYZ format:
```
46
C14H23N6OSV (ωB97M-V with the def2-TZVPD basis set)
V 0.379 0.689 0.270
N 0.800 4.810 1.029
C 0.884 3.571 0.473
S -0.632 2.852 -0.118
N 2.062 3.018 0.456
N 2.020 1.706 -0.057
C 3.086 1.260 -0.607
C 3.149 -0.033 -1.282
C 4.415 -0.488 -1.670
C 4.580 -1.662 -2.373
C 3.447 -2.396 -2.720
C 2.184 -1.962 -2.365
C 2.003 -0.784 -1.635
O 0.763 -0.402 -1.303
H 0.009 5.378 0.786
H 1.673 5.283 1.204
H 3.962 1.905 -0.599
H 5.280 0.113 -1.410
H 5.566 -1.999 -2.660
H 3.554 -3.314 -3.285
H 1.303 -2.521 -2.656
N -2.565 0.282 -1.603
C -2.360 -0.253 -0.210
C -2.347 -1.759 -0.122
C -1.605 -2.107 1.181
N -0.185 -1.712 1.051
C -2.240 -1.392 2.374
C -2.411 0.119 2.208
N -1.089 0.809 2.263
C -3.144 0.434 0.884
H -1.861 -0.139 -2.221
H -2.384 1.292 -1.621
H -3.495 0.101 -1.978
H -1.354 0.039 -0.032
H -1.818 -2.202 -0.970
H -3.361 -2.166 -0.100
H -1.697 -3.184 1.333
H 0.254 -2.207 0.279
H 0.318 -1.980 1.889
H -1.662 -1.602 3.278
H -3.228 -1.827 2.547
H -3.047 0.477 3.019
H -0.627 0.566 3.132
H -1.230 1.816 2.277
H -3.182 1.515 0.733
H -4.167 0.052 0.932
```